The following is a quantum chemistry calculation of a gas-phase ion, C4H7N2OS (charge +1), from OMol25.

## Properties
Energy above the lowest of the compared OMol25 structures with the same formula, charge and spin ... 92.3 kcal/mol
Spin multiplicity ... 1
Charge ... +1
SMILES ... CC(=[NH+]/[S-])/[NH+]=C1\CO1
Frontier orbital gap (spin up / spin down) ... 7.3 / 7.3 eV
HOMO (spin up / spin down) ... -12.4 / -12.4 eV

Cartesian coordinates (Å):
C (0.463, -0.296, -0.168)
C (-3.041, -0.213, -0.444)
C (-1.875, 0.569, -0.057)
C (1.819, 0.405, -0.122)
N (0.383, -1.586, -0.049)
N (-0.617, 0.566, 0.147)
O (-2.941, 1.169, 0.268)
S (-0.802, -2.752, 0.124)
H (-3.344, -0.242, -1.519)
H (-3.297, -0.968, 0.187)
H (2.154, 0.839, 0.802)
H (1.795, 1.212, -0.803)
H (2.663, -0.173, -0.546)
H (1.177, -1.911, -0.457)
H (-0.181, 1.397, 0.620)

Atomic partial charges in e from the Löwdin method, atoms 1 to 4: -0.301 0.144 -0.294 0.015



The following is a quantum chemistry calculation of a molecular structure, C44H41CuN2O2P2Se, from OMol25.

## Properties
Energy above the lowest of the compared OMol25 structures with the same formula, charge and spin ... 0.0 kcal/mol
Spin multiplicity ... 1
Frontier orbital gap ... 6.4 eV
HOMO ... -6.0 eV

Cartesian coordinates (Å):
Cu (-0.195, 0.403, -1.096)
O (-0.313, 0.581, 1.345)
P (-0.037, -0.704, 2.048)
C (-0.410, -2.122, 0.979)
P (-1.885, -1.908, -0.046)
O (-1.648, -0.994, -1.216)
C (-2.385, -3.560, -0.551)
C (-3.704, -3.764, -0.956)
C (-4.102, -5.000, -1.438)
C (-3.187, -6.040, -1.523)
C (-1.872, -5.844, -1.131)
C (-1.472, -4.606, -0.647)
C (-3.184, -1.300, 1.030)
C (-3.794, -2.114, 1.984)
C (-4.748, -1.588, 2.837)
C (-5.097, -0.245, 2.738)
C (-4.490, 0.567, 1.793)
C (-3.531, 0.044, 0.935)
C (-1.068, -0.945, 3.500)
C (-1.787, 0.156, 3.954)
C (-2.596, 0.040, 5.078)
C (-2.689, -1.169, 5.748)
C (-1.977, -2.274, 5.296)
C (-1.172, -2.162, 4.175)
C (1.676, -0.883, 2.534)
C (2.096, -1.296, 3.796)
C (3.452, -1.373, 4.081)
C (4.387, -1.030, 3.114)
C (3.972, -0.603, 1.858)
C (2.621, -0.529, 1.567)
H (-0.491, -3.033, 1.577)
H (0.433, -2.230, 0.284)
H (-4.424, -2.957, -0.892)
H (-5.127, -5.153, -1.747)
H (-3.499, -7.005, -1.901)
H (-1.157, -6.652, -1.206)
H (-0.439, -4.465, -0.356)
H (-3.524, -3.161, 2.065)
H (-5.218, -2.221, 3.578)
H (-5.842, 0.167, 3.406)
H (-4.748, 1.615, 1.723)
H (-3.033, 0.685, 0.216)
H (-1.720, 1.088, 3.408)
H (-3.156, 0.898, 5.424)
H (-3.319, -1.256, 6.623)
H (-2.051, -3.221, 5.815)
H (-0.617, -3.029, 3.834)
H (1.376, -1.539, 4.566)
H (3.777, -1.688, 5.063)
H (5.443, -1.084, 3.343)
H (4.694, -0.306, 1.109)
H (2.298, -0.153, 0.599)
C (-3.870, 3.141, -2.531)
N (-2.687, 3.959, -2.718)
C (-2.450, 4.810, -3.779)
C (-1.219, 5.330, -3.599)
N (-0.720, 4.791, -2.431)
C (0.612, 5.014, -1.887)
C (-1.620, 3.940, -1.885)
Se (-1.367, 2.905, -0.383)
H (-4.670, 3.549, -3.144)
H (-4.149, 3.163, -1.479)
H (-3.664, 2.109, -2.815)
H (-3.172, 4.963, -4.558)
H (-0.653, 6.024, -4.191)
H (0.993, 5.951, -2.285)
H (1.271, 4.188, -2.156)
H (0.541, 5.061, -0.803)
C (6.406, 3.178, -1.123)
C (5.399, 3.945, -0.554)
C (4.095, 3.474, -0.541)
C (3.748, 2.240, -1.099)
C (4.779, 1.478, -1.660)
C (6.086, 1.943, -1.671)
C (2.326, 1.819, -0.996)
C (1.635, 0.855, -1.625)
C (2.252, 0.041, -2.692)
C (2.515, 0.569, -3.959)
C (3.093, -0.202, -4.956)
C (3.432, -1.528, -4.720)
C (3.165, -2.073, -3.470)
C (2.571, -1.304, -2.481)
H (7.428, 3.535, -1.133)
H (5.630, 4.907, -0.114)
H (3.313, 4.067, -0.080)
H (4.563, 0.509, -2.089)
H (6.862, 1.332, -2.114)
H (1.785, 2.405, -0.253)
H (2.275, 1.609, -4.148)
H (3.289, 0.242, -5.925)
H (3.887, -2.128, -5.496)
H (3.416, -3.106, -3.265)
H (2.358, -1.743, -1.510)

Atomic partial charges in e from the Löwdin method, atoms 1 to 4: 0.193 -0.382 0.726 -0.286



The following is a quantum chemistry calculation of C5H8O in the gas phase, from OMol25.

## Properties
Energy above the lowest of the compared OMol25 structures with the same formula, charge and spin ... 46.1 kcal/mol
Spin multiplicity ... 1
SMILES ... C#CC(C)(C)O
Frontier orbital gap ... 11.1 eV
HOMO ... -10.2 eV

Cartesian coordinates (Å):
C (0.463, -1.384, 0.202)
C (0.191, 0.078, -0.189)
C (-0.862, 0.164, -1.291)
O (1.366, 0.672, -0.735)
C (-0.230, 0.853, 1.003)
C (-0.486, 1.491, 1.994)
H (0.938, -1.453, 1.186)
H (-0.464, -1.964, 0.229)
H (1.132, -1.820, -0.546)
H (-0.992, 1.203, -1.605)
H (-1.821, -0.225, -0.937)
H (-0.534, -0.426, -2.153)
H (2.014, 0.745, -0.021)
H (-0.716, 2.067, 2.863)

Atomic partial charges in e from the Löwdin method, atoms 1 to 4: -0.027 -0.645 -0.031 -0.022



The following is a quantum chemistry calculation of 2 unconnected molecules or ions with the total composition Br2ClOP, from OMol25.

## Properties
Energy above the lowest of the compared OMol25 structures with the same formula, charge and spin ... 21.0 kcal/mol
Spin multiplicity ... 1
Frontier orbital gap (spin up / spin down) ... 7.9 / 6.5 eV
HOMO (spin up / spin down) ... -11.3 / -10.3 eV

Cartesian coordinates (Å):
O (0.863, -0.830, -1.211)
P (0.300, -0.123, -0.088)
Cl (0.873, -1.071, 1.565)
Br (-3.122, 0.070, -0.076)
Br (1.087, 1.954, -0.190)

Atomic partial charges in e from the Löwdin method, atoms 1 to 4: -0.472 -0.117 0.301 -0.035



> What is the energy above the lowest of the compared OMol25 structures with the same formula, charge and spin in the fourth record?

21.0 kcal/mol



> Which formula does entry 1 have?

C4H7N2OS